DFT (the ωB97M-V functional and the def2-TZVPD basis) results for a cluster of 10 separate species, C46H109FO12S11 in total.

Geometry as XYZ:
```
179
Properties=species:S:1:pos:R:3:forces:R:3:lowdin_charge:R:1
C -7.987 9.158 5.797 -0.7 0.2 -0.7 -0.109
C -7.841 8.886 4.280 0.5 -1.2 0.2 -0.251
C -6.798 7.755 4.025 0.2 1.1 -0.2 -0.224
C -5.327 8.267 3.993 0.3 -1.4 -0.6 -0.202
C -4.496 7.194 3.194 -0.2 -0.1 1.3 -0.194
C -4.319 5.933 4.122 -0.3 -0.1 -1.1 -0.197
C -4.870 4.661 3.385 0.6 0.8 1.5 -0.223
C -4.923 3.504 4.417 -0.1 -0.2 -1.1 -0.189
C -5.677 2.200 3.951 -0.1 1.0 0.4 -0.192
C -6.351 2.279 2.560 0.4 -1.6 -0.3 -0.232
C -5.388 1.927 1.375 -0.6 0.6 0.8 -0.194
C -4.717 0.531 1.537 0.0 0.6 -0.4 -0.197
C -4.704 -0.306 0.211 0.1 0.7 0.4 -0.190
C -3.285 -0.404 -0.433 -0.6 -0.7 0.2 -0.201
C -2.891 -1.847 -0.862 -0.1 0.4 0.5 -0.210
C -1.337 -2.059 -0.966 -1.6 -0.3 -0.9 -0.170
C -0.862 -2.090 -2.472 0.1 0.1 1.8 -0.177
C 0.278 -1.060 -2.629 -0.3 -0.4 -0.7 -0.125
C 1.081 -1.104 -3.977 -0.3 0.4 -0.2 -0.354
C 0.880 -2.399 -4.809 1.0 -0.1 0.3 -0.077
C 1.619 -3.661 -4.280 0.1 -0.9 -1.1 -0.338
C 3.007 -3.940 -4.908 -0.4 1.0 -0.5 -0.026
F 1.750 -3.696 -2.891 -0.1 0.2 0.2 -0.030
C 2.580 -0.842 -3.595 0.0 0.1 -0.5 -0.148
C 3.518 -0.565 -4.793 -0.8 1.0 -0.4 -0.172
S 2.765 0.822 -5.731 3.0 2.9 -0.2 0.708
O 3.523 1.137 -6.947 -1.8 -1.8 1.0 -0.298
O 2.771 1.996 -4.841 -1.2 -2.0 -0.5 -0.305
O 1.257 0.294 -6.069 1.8 0.5 0.5 -0.295
C 0.526 0.096 -4.845 -0.9 -0.6 1.3 -0.354
C -0.986 -0.073 -5.208 0.1 0.3 -1.3 -0.354
S -1.166 -0.010 -7.064 -0.3 -0.3 0.3 0.902
C -2.880 -0.595 -7.378 -0.4 0.2 -0.3 -0.526
C -3.533 0.404 -8.392 0.3 -0.1 0.9 -0.180
H -7.029 9.200 6.333 -0.2 0.1 -0.2 0.061
H -8.606 8.348 6.215 0.3 0.3 0.0 0.072
H -8.570 10.086 5.907 0.3 -0.3 0.3 0.045
H -7.566 9.772 3.687 0.0 -0.1 0.3 0.098
H -8.794 8.512 3.867 0.1 0.4 0.3 0.088
H -7.025 7.283 3.052 0.1 0.1 0.3 0.101
H -6.875 6.981 4.802 -0.2 0.2 -0.3 0.089
H -4.911 8.260 5.018 -0.2 0.5 -0.5 0.068
H -5.211 9.252 3.513 -0.3 -0.2 0.3 0.103
H -3.527 7.595 2.859 -0.3 -0.2 0.1 0.096
H -5.084 6.847 2.330 0.4 0.4 0.0 0.089
H -3.265 5.801 4.415 -0.3 0.0 -0.1 0.108
H -4.910 6.059 5.040 0.3 0.0 -0.2 0.098
H -5.869 4.951 3.039 0.2 -0.3 0.0 0.082
H -4.190 4.477 2.540 -0.4 -0.2 0.1 0.105
H -3.877 3.239 4.648 -0.4 0.1 0.2 0.106
H -5.421 3.904 5.312 0.3 -0.2 -0.2 0.094
H -6.472 2.008 4.693 0.3 0.0 -0.2 0.085
H -4.964 1.365 4.035 -0.4 0.1 -0.3 0.092
H -6.894 3.211 2.377 0.3 -0.1 0.2 0.068
H -7.118 1.476 2.539 0.1 0.4 0.0 0.106
H -4.647 2.739 1.325 0.0 -0.4 -0.2 0.093
H -6.004 1.983 0.463 0.3 -0.1 0.1 0.100
H -3.687 0.719 1.885 -0.3 -0.3 -0.1 0.101
H -5.230 0.005 2.356 0.1 -0.1 -0.4 0.097
H -5.160 -1.285 0.421 0.4 0.1 -0.2 0.100
H -5.376 0.222 -0.486 0.1 -0.4 0.1 0.094
H -3.287 0.251 -1.317 0.5 0.0 0.4 0.109
H -2.556 -0.075 0.325 -0.1 0.1 -0.5 0.096
H -3.408 -2.067 -1.810 0.3 -0.2 0.2 0.103
H -3.324 -2.530 -0.109 0.3 0.2 -0.3 0.101
H -1.156 -3.038 -0.497 0.5 0.5 0.0 0.105
H -0.884 -1.231 -0.406 0.2 -0.5 -0.1 0.096
H -0.565 -3.126 -2.671 0.1 0.4 -0.2 0.102
H -1.758 -1.870 -3.066 0.5 0.1 -0.2 0.090
H -0.183 -0.060 -2.508 0.3 -0.3 -0.1 0.130
H 1.000 -1.142 -1.802 -0.4 -0.3 -0.2 0.121
H -0.170 -2.671 -4.967 0.2 0.3 0.2 0.113
H 1.293 -2.202 -5.814 -0.3 -0.1 0.3 0.124
H 0.988 -4.525 -4.549 0.1 0.3 0.2 0.140
H 3.008 -3.442 -5.893 0.1 -0.4 0.2 0.079
H 3.805 -3.449 -4.332 -0.2 -0.4 0.0 0.081
H 3.194 -5.003 -5.098 0.0 0.3 0.4 0.068
H 2.593 0.030 -2.921 0.1 -0.2 -0.3 0.122
H 3.012 -1.675 -3.026 -0.4 0.1 -0.1 0.118
H 4.515 -0.171 -4.480 -0.8 -0.3 -0.2 0.094
H 3.607 -1.381 -5.518 0.0 0.1 0.3 0.086
H 0.606 0.989 -4.203 0.2 -0.1 -0.5 0.140
H -1.568 0.783 -4.841 0.2 -0.5 0.2 0.088
H -1.407 -1.036 -4.914 0.2 0.4 0.3 0.051
H -3.474 -0.633 -6.451 0.3 0.1 -0.2 0.069
H -2.900 -1.618 -7.785 0.4 0.3 0.1 0.061
H -2.750 0.926 -8.960 -0.3 -0.3 0.0 0.046
H -4.044 1.169 -7.788 0.0 -0.1 -0.4 0.067
H -4.239 -0.090 -9.070 0.1 0.1 0.2 0.064
C 7.036 -7.713 -7.226 0.1 0.1 0.0 -0.270
S 5.517 -7.905 -6.281 -0.1 -0.2 0.0 0.804
O 4.415 -7.283 -7.072 0.2 0.1 0.1 -0.569
C 5.966 -6.741 -4.980 0.1 0.1 0.0 -0.270
H 6.961 -8.331 -8.119 -0.1 0.0 0.0 0.051
H 7.161 -6.668 -7.514 -0.1 0.0 0.0 0.056
H 7.878 -8.047 -6.621 -0.1 -0.1 0.0 0.029
H 6.164 -5.759 -5.412 0.0 0.0 -0.1 0.056
H 6.849 -7.108 -4.457 0.0 -0.1 0.0 0.039
H 5.135 -6.670 -4.281 0.0 -0.1 -0.1 0.044
C 6.374 2.135 -0.570 0.0 -0.2 0.0 -0.285
S 5.775 1.969 -2.258 -0.1 0.1 0.0 0.835
O 5.476 0.523 -2.503 0.2 0.1 0.1 -0.557
C 7.355 2.336 -3.040 0.1 -0.1 -0.1 -0.265
H 5.555 1.909 0.109 0.0 0.0 -0.1 0.047
H 7.194 1.438 -0.397 0.0 0.0 -0.1 0.046
H 6.709 3.157 -0.400 0.0 0.0 0.0 0.059
H 8.108 1.621 -2.705 0.0 0.0 0.0 0.056
H 7.656 3.351 -2.784 -0.1 0.0 0.0 0.054
H 7.228 2.255 -4.118 -0.1 0.0 0.0 0.052
C 7.708 -0.096 2.507 0.1 0.0 0.0 -0.268
S 6.737 1.261 3.186 0.0 0.1 0.0 0.806
O 7.109 2.493 2.434 0.1 -0.2 0.1 -0.556
C 7.590 1.324 4.771 0.1 0.0 0.1 -0.272
H 7.368 -0.283 1.490 -0.1 0.0 0.0 0.040
H 8.765 0.176 2.495 0.0 0.1 0.0 0.060
H 7.554 -0.990 3.111 0.0 0.0 0.0 0.053
H 8.654 1.504 4.610 0.0 0.0 -0.1 0.058
H 7.440 0.383 5.300 0.0 0.0 0.0 0.052
H 7.166 2.140 5.353 -0.1 0.0 -0.1 0.050
C -3.184 10.543 8.918 0.1 0.0 0.1 -0.273
S -3.761 10.379 7.220 -0.1 -0.1 -0.1 0.805
O -4.079 8.941 6.996 0.2 0.3 0.2 -0.552
C -2.167 10.703 6.447 0.1 0.0 0.0 -0.269
H -4.021 10.339 9.583 0.0 0.0 -0.1 0.049
H -2.384 9.827 9.107 0.0 0.0 -0.1 0.057
H -2.828 11.561 9.083 0.0 0.0 0.0 0.051
H -1.433 9.976 6.796 -0.1 0.0 0.0 0.058
H -1.844 11.715 6.692 0.0 0.0 0.0 0.051
H -2.288 10.611 5.369 -0.1 0.0 0.0 0.049
C 10.278 -10.511 -5.054 0.1 0.0 -0.1 -0.262
S 8.761 -10.703 -4.102 0.0 0.0 0.1 0.809
O 7.657 -10.082 -4.896 0.2 0.1 0.0 -0.580
C 9.212 -9.548 -2.804 0.1 0.3 -0.2 -0.280
H 10.200 -11.127 -5.948 -0.1 0.0 0.0 0.049
H 10.406 -9.466 -5.339 -0.1 0.0 0.0 0.055
H 11.125 -10.846 -4.454 0.0 0.0 0.0 0.055
H 9.408 -8.564 -3.236 -0.1 0.0 -0.2 0.057
H 10.095 -9.918 -2.281 -0.2 0.0 -0.1 0.009
H 8.382 -9.478 -2.104 0.0 -0.1 0.0 0.055
C -9.655 2.904 5.412 0.0 0.0 0.1 -0.257
S -9.001 3.944 4.095 -0.1 0.1 0.0 0.816
O -7.852 4.701 4.661 -0.2 -0.1 0.0 -0.518
C -10.407 5.070 4.035 -0.1 0.1 0.1 -0.257
H -8.912 2.143 5.644 0.0 0.0 -0.1 0.043
H -9.849 3.509 6.298 0.0 0.1 0.0 0.059
H -10.574 2.424 5.072 0.0 0.0 0.0 0.053
H -10.552 5.533 5.011 0.1 0.0 0.0 0.060
H -11.300 4.518 3.740 0.0 0.0 0.0 0.052
H -10.195 5.839 3.295 0.1 0.0 0.0 0.050
C 12.426 -11.874 0.730 0.1 0.0 0.0 -0.266
S 10.680 -11.447 0.641 0.0 -0.1 0.0 0.845
O 10.368 -11.157 -0.791 0.3 -0.2 0.5 -0.573
C 10.830 -9.863 1.483 0.0 0.1 0.0 -0.266
H 12.570 -12.825 0.220 -0.1 0.0 0.0 0.052
H 13.021 -11.103 0.240 -0.1 0.0 0.0 0.058
H 12.722 -11.973 1.775 0.0 0.0 0.0 0.054
H 11.529 -9.222 0.944 0.0 -0.1 0.0 0.058
H 11.177 -10.027 2.503 0.0 0.0 0.0 0.054
H 9.848 -9.395 1.506 0.0 -0.1 0.0 0.051
C -12.364 11.386 7.027 0.0 0.1 0.1 -0.272
S -12.237 10.874 5.305 0.1 -0.1 0.0 0.810
O -11.041 9.995 5.193 -0.2 0.2 0.0 -0.551
C -11.771 12.492 4.665 0.0 0.1 0.0 -0.272
H -12.610 10.510 7.625 0.0 0.0 -0.1 0.049
H -11.412 11.800 7.360 0.0 0.0 -0.1 0.058
H -13.156 12.129 7.127 0.0 0.0 0.0 0.051
H -10.858 12.833 5.153 0.0 -0.1 0.0 0.058
H -12.582 13.199 4.842 0.0 0.0 0.0 0.051
H -11.599 12.397 3.595 0.0 -0.1 0.0 0.049
C 6.088 -15.784 -3.992 -0.1 0.0 0.0 -0.275
S 6.917 -14.718 -2.799 0.0 0.0 0.1 0.791
O 6.778 -15.359 -1.461 -0.1 0.1 -0.2 -0.560
C 5.716 -13.379 -2.883 -0.1 0.0 0.0 -0.271
H 6.653 -16.711 -4.070 0.0 0.0 0.1 0.047
H 5.075 -16.002 -3.651 0.0 0.0 0.1 0.056
H 6.062 -15.290 -4.963 0.0 0.0 0.0 0.052
H 4.727 -13.752 -2.615 0.0 -0.1 0.0 0.057
H 5.704 -12.963 -3.891 0.1 0.0 0.0 0.054
H 6.019 -12.607 -2.177 0.1 -0.1 0.0 0.047
```
Forces are in eV/Å.

DFT total energy: -195936.1016 eV
M: 1226.10 g/mol
HOMO-LUMO gap: 8.52 eV